Here is C18H18BrInNO2S as an isolated structure in a non-equilibrium geometry from the OMol25 dataset. Energies are from the ωB97M-V functional and the def2-TZVPD basis.

The HOMO energy is -16.9235 eV. As for the net charge: +3. Its orbital gap is 4.0 eV. The calculation puts the electronic energy at -110565.320 eV.

Positions of all 42 atoms, in Å:
O1 4.97422 -0.08710 2.43574
C1 4.42190 -0.90546 1.83102
Br1 3.47792 -2.37182 2.81909
C2 4.36265 -1.00021 0.32361
C3 3.15829 -0.34008 -0.32264
C4 3.24505 -0.15209 -1.72367
C5 2.20642 0.41740 -2.39862
C6 1.05759 0.82043 -1.69064
C7 0.95587 0.65963 -0.29468
C8 2.04691 0.06113 0.37230
N1 -0.14392 1.01465 0.45820
C9 -0.83415 -0.15119 1.16463
C10 -1.90694 -0.82282 0.30396
C11 -1.95373 -2.31983 0.64998
C12 -2.94844 -3.06213 -0.27627
O2 -4.06001 -3.50232 0.46375
C13 -0.99707 1.96024 -0.04851
C14 -1.84835 2.63045 0.84578
C15 -2.74601 3.56210 0.39473
C16 -2.84918 3.89362 -0.97849
C17 -2.05197 3.25297 -1.88568
C18 -1.12506 2.29017 -1.43950
S1 -0.18398 1.52768 -2.59046
H1 5.28845 -0.61337 -0.09451
H2 4.31080 -2.05781 0.05489
H3 4.13154 -0.44811 -2.26143
H4 2.26315 0.54715 -3.46911
H5 1.98571 -0.07278 1.44088
H6 -0.08035 -0.83697 1.52746
H7 -1.30433 0.25016 2.05720
H8 -2.86459 -0.37014 0.54324
H9 -1.69047 -0.75072 -0.76154
H10 -2.21197 -2.47527 1.69366
H11 -0.93798 -2.69477 0.51131
H12 -3.28178 -2.36707 -1.04739
H13 -2.42739 -3.88715 -0.75569
H14 -4.84530 -3.03609 0.16914
H15 -1.81493 2.41516 1.90286
H16 -3.38503 4.06689 1.10269
H17 -3.54890 4.64711 -1.30335
H18 -2.12968 3.51468 -2.93000
In1 6.28504 -3.20634 3.20606